Entry 1:
C35H20BF4IN13ORbS4 as an isolated structure, computed with ωB97M-V with the def2-TZVPD basis set.

Geometry as XYZ:
```
80
Properties=species:S:1:pos:R:3:lowdin_charge:R:1
Rb 0.19404 0.91365 -1.16587 0.59
C 3.06644 -2.65583 3.05107 -0.09
C 1.98946 -2.32052 3.86626 -0.07
C 1.21944 -1.20582 3.58454 -0.02
C 1.53495 -0.42908 2.46997 -0.25
C 2.60066 -0.76617 1.64654 -0.04
C 3.37448 -1.87728 1.94471 -0.08
N 0.72759 0.66415 2.02840 0.06
N -0.08934 1.06108 2.86798 0.09
C -1.02924 2.02893 2.38937 -0.31
C -1.99043 2.41747 3.31111 0.00
C -2.97738 3.29362 2.89171 -0.06
C -2.96039 3.73682 1.58070 -0.05
C -1.95373 3.28218 0.73786 -0.19
N -1.00143 2.44460 1.13153 0.08
H 3.65176 -3.54074 3.26910 0.10
H 1.72851 -2.94251 4.71325 0.10
H 0.36024 -0.95898 4.19227 0.09
H 2.80043 -0.16996 0.76411 0.09
H 4.19538 -2.14828 1.29367 0.10
H -1.95793 2.00162 4.30827 0.11
H -3.75703 3.60875 3.57333 0.10
H -3.72336 4.40013 1.19731 0.10
H -1.91308 3.59230 -0.30096 0.09
O -6.94734 -3.07649 -0.44578 -0.09
C -5.89216 -2.56279 -0.72433 -1.04
S -4.52208 -3.43015 -1.41136 0.97
C -3.43666 -2.04255 -1.54478 -1.02
C -3.89494 -0.80647 -1.15627 -1.21
S -3.19800 0.73442 -1.26876 0.44
S -5.53779 -0.84398 -0.50487 0.95
S -1.96873 -2.25127 -2.41008 0.96
B 3.27679 1.97720 -4.28090 -0.44
N 3.70626 2.18675 -2.78551 -0.10
C 4.89514 2.65835 -2.37618 -0.12
C 4.84119 2.86077 -1.00982 -0.09
C 3.53911 2.46987 -0.67045 -0.20
N 2.86520 2.07034 -1.74574 -0.02
N 2.00375 1.10443 -4.35192 -0.10
C 1.92602 -0.23356 -4.43633 -0.10
C 0.59392 -0.59632 -4.47775 -0.10
C -0.08930 0.62602 -4.41059 -0.21
N 0.76682 1.64126 -4.33271 0.01
H 4.18380 1.41116 -4.85408 0.06
H 3.02770 3.05482 -4.78549 0.05
H 5.69300 2.81274 -3.08470 0.11
H 5.62042 3.22616 -0.36288 0.08
H 3.05989 2.46303 0.29841 0.10
H 2.82250 -0.83033 -4.45665 0.12
H 0.17924 -1.58718 -4.54503 0.08
H -1.15357 0.80862 -4.38961 0.10
I 3.00298 6.98849 -0.66264 0.80
C 1.78262 5.56072 -1.50676 -0.79
C 1.93939 4.95825 -2.73259 -0.18
N 0.92071 4.09726 -2.86040 -0.01
N 0.13809 4.06020 -1.77480 0.01
C 0.64326 4.96121 -0.94471 -0.23
H 2.69731 5.05637 -3.48991 0.11
H 0.82647 3.34909 -3.56999 0.09
H 0.19482 5.13518 0.02037 0.09
F -2.08265 -5.66227 -0.12027 0.09
C -1.95948 -4.58328 0.66558 -0.18
C -2.38935 -4.70119 1.96851 -0.15
F -2.85366 -5.90252 2.35066 0.09
C -2.31238 -3.65854 2.90615 -0.05
C -1.84129 -2.45292 2.35386 -0.15
C -1.38278 -2.34769 1.06520 -0.15
F -0.91646 -1.14857 0.67225 0.03
C -1.38877 -3.41506 0.16759 -0.10
C -0.83480 -3.25776 -1.22257 -0.51
C 0.45093 -2.53708 -1.20888 -0.24
N 1.45740 -1.98427 -1.24550 0.20
C -0.55558 -4.52094 -1.92698 -0.24
N -0.27809 -5.44037 -2.55442 0.19
F -1.84229 -1.33554 3.09833 0.09
C -2.64923 -3.79087 4.29040 -0.21
C -3.38947 -4.87711 4.81446 -0.27
N -3.99621 -5.73470 5.29867 0.10
C -2.13126 -2.89427 5.25448 -0.27
N -1.70043 -2.19677 6.07189 0.10
```

Output
HOMO energy, eV: -2.8633
E_tot, eV: -121684.257
Relative energy (zero: lowest compared OMol25 entry of this formula, charge and spin), eV: 0.000
LUMO energy, eV: 3.03
HOMO-LUMO gap, eV: 5.897
Total charge: -2
2S+1: 1

Entry 2:
C35H22F9MnN12P as an isolated structure, computed with ωB97M-V with the def2-TZVPD basis set.

Geometry as XYZ:
```
80
Properties=species:S:1:pos:R:3:lowdin_spin:R:1
Mn 0.19717 -0.40219 -0.10236 1.92
N 2.35600 2.16734 -0.74838 0.02
C 1.47524 2.27687 0.28154 0.02
N 1.33004 3.27849 1.13164 0.00
N 0.35524 2.95318 1.92006 0.02
N -0.11818 1.80152 1.65245 -0.01
N 0.55046 1.30461 0.61009 -0.01
C 2.29420 1.08897 -1.56740 0.01
N 3.10118 0.68997 -2.54047 0.01
N 2.62153 -0.43578 -2.97199 0.02
N 1.56860 -0.78631 -2.33709 0.00
N 1.30094 0.15271 -1.43022 0.00
H 3.07890 2.86868 -0.86928 0.00
N -5.97356 0.04323 -3.42951 0.01
C -7.21823 0.55327 -3.64572 0.09
C -8.25678 0.15462 -4.47144 0.04
C -9.41079 0.92432 -4.44441 0.24
C -9.54282 2.02825 -3.59274 0.03
C -8.51954 2.42946 -2.75671 0.11
C -7.34097 1.66377 -2.75312 0.16
N -6.21325 1.75148 -2.02383 0.08
C -5.39642 0.79669 -2.44365 0.15
C -4.08223 0.55690 -1.90638 0.01
C -3.11820 -0.21063 -2.57751 0.03
C -1.88082 -0.39174 -2.00437 0.00
N -1.55720 0.07555 -0.78389 0.02
C -2.47395 0.81874 -0.13414 0.01
C -3.71079 1.10297 -0.66777 0.03
H -5.60113 -0.76997 -3.89808 0.00
H -8.17980 -0.73198 -5.08286 0.00
H -10.23212 0.66092 -5.09068 0.01
H -10.47143 2.57710 -3.60181 0.00
H -8.60891 3.31527 -2.14965 0.00
H -3.30471 -0.62342 -3.55521 0.00
H -1.10740 -0.91169 -2.56213 0.00
H -2.18462 1.19887 0.84230 0.00
H -4.39948 1.74659 -0.14463 0.00
F 0.00297 -6.58318 6.35025 0.00
C -0.38332 -5.31983 6.52772 0.00
F 0.37952 -4.79252 7.48755 0.00
F -1.64012 -5.34991 6.99378 0.00
C -0.31911 -4.51285 5.24938 0.00
C -0.41280 -3.12908 5.32284 0.00
C -0.40913 -2.38283 4.15658 0.00
C -0.31941 -3.03319 2.93148 0.00
C -0.21856 -4.42153 2.86214 0.00
C -0.21976 -5.16352 4.02590 0.00
P -0.21972 -2.09851 1.37825 -0.01
C 1.56609 -2.30400 0.95638 0.00
C 2.12290 -3.44949 0.38556 0.01
C 3.48455 -3.51134 0.15361 0.00
C 4.29443 -2.42177 0.46253 0.01
C 3.76544 -1.28094 1.04927 0.00
C 2.40184 -1.22534 1.31067 0.00
C 5.77645 -2.53182 0.15592 0.00
F 6.27696 -3.67759 0.62134 0.00
F 5.98269 -2.51544 -1.16776 0.00
F 6.47927 -1.52959 0.68043 0.00
C -1.18568 -3.08281 0.17821 0.00
C -2.48290 -3.44347 0.55711 0.00
C -3.37334 -3.93600 -0.37914 0.00
C -2.97098 -4.07079 -1.70330 0.00
C -1.67331 -3.75457 -2.08531 0.00
C -0.78208 -3.24778 -1.15130 0.00
C -3.98299 -4.44986 -2.75576 0.00
F -4.51816 -3.30365 -3.27283 0.00
F -4.99997 -5.15406 -2.28068 0.00
F -3.44959 -5.10030 -3.78185 0.00
H -0.48400 -2.64189 6.28379 0.00
H -0.48784 -1.30674 4.20060 0.00
H -0.15358 -4.92438 1.90874 0.00
H -0.13798 -6.23925 3.98505 0.00
H 1.49987 -4.29899 0.14716 0.00
H 3.92352 -4.40828 -0.25745 0.00
H 4.41728 -0.46393 1.32407 0.00
H 2.01643 -0.40123 1.91490 0.00
H -2.78997 -3.32497 1.58963 0.00
H -4.37566 -4.20669 -0.08236 0.00
H -1.36163 -3.88905 -3.10963 0.00
H 0.22576 -2.99704 -1.47254 0.00
```

Output
HOMO energy (alpha / beta), eV: -13.4069 / -13.4455
E_tot, eV: -119582.623
LUMO energy (alpha / beta), eV: -7.25 / -9.97
HOMO-LUMO gap (alpha / beta), eV: 6.159 / 3.475
<S²>: 3.81
Total charge: +2
2S+1: 4

Entry 3:
C35H23ClN8O6SV as an isolated structure, computed with ωB97M-V with the def2-TZVPD basis set.

Geometry as XYZ:
```
75
Properties=species:S:1:pos:R:3:lowdin_spin:R:1
V 0.71044 0.29073 0.46964 1.88
O 0.24150 4.16215 -0.54196 0.00
C 0.13342 2.96370 -0.45051 0.00
N 1.14564 2.03017 -0.38499 -0.01
C 2.46969 2.37029 -0.62759 0.00
O 2.86829 3.26571 -1.32357 0.00
C 3.42481 1.43299 0.08616 0.00
C 4.79279 1.62243 0.02371 0.00
C 5.61062 0.73221 0.70146 0.00
C 5.03554 -0.31866 1.39996 0.00
C 3.65537 -0.44226 1.40356 0.01
N 2.87010 0.42565 0.77233 0.00
C -1.22722 2.30220 -0.34032 0.01
C -2.38099 3.03803 -0.51773 0.00
C -3.58794 2.35859 -0.56187 0.01
C -3.58554 0.98052 -0.42342 0.00
C -2.38530 0.32877 -0.18966 0.01
N -1.22688 0.97943 -0.12747 0.00
H 5.17703 2.45051 -0.55593 0.00
H 6.68453 0.85063 0.67778 0.00
H 5.63842 -1.04391 1.92522 0.00
H 3.15839 -1.26586 1.90316 0.00
H -2.30025 4.10598 -0.65455 0.00
H -4.51445 2.89259 -0.71713 0.00
H -4.49645 0.40456 -0.48335 0.00
H -2.35065 -0.74390 -0.04294 0.00
N -0.90349 -1.68475 3.98623 0.01
C -0.94996 -3.09882 3.85147 0.00
C -1.02790 -3.89509 4.97866 0.00
C -1.07195 -5.27547 4.83903 0.00
C -1.00984 -5.84864 3.57917 0.00
C -0.89784 -5.04446 2.45302 0.00
C -0.88712 -3.66438 2.58849 0.00
S -0.81716 -2.65946 1.14517 0.00
N -0.24823 -1.16457 1.78508 -0.01
C -0.41471 -0.86446 3.02855 0.01
C -0.01911 0.52742 3.42427 0.01
C -0.20451 1.05073 4.69149 0.00
C 0.22542 2.34643 4.95254 0.01
C 0.83522 3.06396 3.94221 0.00
C 0.97151 2.47415 2.69413 0.01
N 0.53978 1.24220 2.42909 0.00
H -0.93021 -1.34193 4.93173 0.00
H -1.05776 -3.44490 5.96192 0.00
H -1.14550 -5.89826 5.71741 0.00
H -1.04178 -6.92173 3.46713 0.00
H -0.82719 -5.48849 1.47048 0.00
H -0.68422 0.48778 5.47813 0.00
H 0.08540 2.77902 5.93233 0.00
H 1.19601 4.06953 4.09402 0.00
H 1.42710 3.01041 1.87281 0.00
O 0.69335 -4.48510 -3.36918 0.00
C 0.01799 -3.72436 -4.23667 0.00
O -0.44595 -4.17355 -5.24749 0.00
C -0.13499 -2.28981 -3.87711 0.00
C -0.77018 -1.33656 -4.65927 0.00
Cl -1.40730 -1.45371 -6.22472 0.00
N -0.73474 -0.16009 -3.98343 0.00
N -0.11281 -0.29680 -2.80473 0.00
C 0.25341 -1.56436 -2.73212 0.00
C 0.99584 -2.02090 -1.52851 0.01
O 1.41689 -3.15467 -1.40036 0.01
O 1.15643 -1.08995 -0.63003 0.02
C -1.20213 1.14109 -4.33732 0.00
C -2.43175 1.31871 -4.94852 0.00
C -2.84842 2.60896 -5.24402 0.00
C -2.04893 3.69790 -4.92570 0.00
C -0.82312 3.49829 -4.30592 0.00
C -0.39321 2.21651 -4.00712 0.00
H 0.98451 -3.97877 -2.57386 0.00
H -3.06443 0.47558 -5.17987 0.00
H -3.80561 2.75691 -5.72438 0.00
H -2.37657 4.69946 -5.16593 0.00
H -0.18970 4.34124 -4.06508 0.00
H 0.56849 2.04450 -3.54321 0.00
```

Output
HOMO energy (alpha / beta), eV: -10.9193 / -10.9731
E_tot, eV: -109919.324
Relative energy (zero: lowest compared OMol25 entry of this formula, charge and spin), eV: 0.000
LUMO energy (alpha / beta), eV: -3.80 / -4.01
HOMO-LUMO gap (alpha / beta), eV: 7.114 / 6.963
<S²>: 2.01
Total charge: +1
2S+1: 3

| no. | strongest force on any atom (hartree/bohr) |
| --- | --- |
| 1 | 0.004 |
| 2 | 0.053 |
| 3 | 0.021 |